No. 1
{"formula": "C33H73O3P2", "method": "wB97M-V/def2-TZVPD", "homo_lumo_gap_ev": [1.4, 7.7], "spin_multiplicity": 2, "lumo_energy_ev": [0.0, 0.0], "symbols": ["C", "C", "C", "C", "P", "C", "C", "C", "C", "C", "C", "C", "C", "C", "C", "C", "C", "H", "H", "H", "H", "H", "H", "H", "H", "H", "H", "H", "H", "H", "H", "H", "H", "H", "H", "H", "H", "H", "H", "H", "H", "H", "H", "H", "H", "H", "H", "H", "H", "H", "H", "H", "H", "C", "C", "C", "C", "P", "C", "C", "C", "C", "C", "C", "C", "C", "C", "C", "C", "C", "H", "H", "H", "H", "H", "H", "H", "H", "H", "H", "H", "H", "H", "H", "H", "H", "H", "H", "H", "H", "H", "H", "H", "H", "H", "H", "H", "H", "H", "H", "H", "H", "H", "H", "H", "H", "O", "C", "O", "O", "H"], "coordinates": [[3.55, 1.94, 0.90], [3.17, 2.05, 2.34], [2.16, 3.10, 2.67], [0.70, 2.69, 2.38], [-0.70, 3.79, 2.57], [-2.15, 2.77, 2.02], [-2.33, 1.44, 2.78], [-3.66, 0.65, 2.53], [-4.20, -0.18, 3.68], [-0.71, 5.21, 1.38], [0.64, 5.95, 1.16], [0.51, 7.20, 0.41], [1.86, 7.91, 0.08], [-0.95, 4.17, 4.33], [0.14, 5.01, 5.05], [-0.28, 5.50, 6.45], [-0.31, 4.29, 7.49], [3.73, 0.90, 0.65], [4.45, 2.51, 0.66], [2.81, 2.40, 0.24], [4.05, 2.41, 2.87], [2.86, 1.08, 2.71], [2.39, 4.10, 2.31], [2.07, 3.16, 3.76], [0.47, 1.86, 3.04], [0.70, 2.19, 1.41], [-1.95, 2.58, 0.97], [-3.09, 3.32, 2.00], [-2.21, 1.64, 3.85], [-1.43, 0.86, 2.60], [-3.51, 0.01, 1.65], [-4.47, 1.28, 2.16], [-3.47, -0.95, 3.94], [-5.15, -0.68, 3.55], [-4.37, 0.46, 4.54], [-1.43, 5.95, 1.72], [-1.16, 4.85, 0.45], [1.38, 5.29, 0.71], [0.96, 6.20, 2.17], [-0.30, 7.73, 0.91], [-0.03, 7.09, -0.53], [1.69, 8.90, -0.34], [2.51, 7.50, -0.69], [2.41, 8.05, 1.01], [-1.33, 3.26, 4.79], [-1.87, 4.76, 4.31], [0.37, 5.92, 4.50], [1.11, 4.52, 5.12], [-1.22, 6.06, 6.44], [0.49, 6.17, 6.83], [-1.10, 3.55, 7.54], [-0.29, 4.75, 8.48], [0.66, 3.80, 7.39], [5.41, -4.02, -4.33], [4.32, -4.02, -3.25], [3.28, -2.81, -3.38], [2.36, -2.95, -2.13], [0.66, -3.49, -2.39], [-0.22, -3.46, -0.72], [-1.57, -4.14, -0.55], [-1.81, -4.48, 0.95], [-1.77, -3.34, 1.90], [-0.22, -2.41, -3.66], [-1.79, -2.70, -3.84], [-2.71, -1.63, -3.31], [-4.25, -1.95, -3.51], [0.63, -5.23, -3.07], [1.40, -5.49, -4.42], [0.64, -6.25, -5.47], [-0.68, -5.52, -5.92], [5.93, -4.98, -4.35], [6.19, -3.27, -4.22], [5.08, -4.03, -5.37], [4.85, -3.87, -2.32], [3.78, -4.97, -3.27], [2.75, -2.88, -4.33], [3.59, -1.77, -3.32], [2.23, -2.00, -1.61], [2.73, -3.76, -1.50], [-0.29, -2.41, -0.45], [0.51, -3.92, -0.05], [-1.70, -5.04, -1.15], [-2.43, -3.53, -0.83], [-1.04, -5.23, 1.11], [-2.70, -5.08, 1.15], [-2.35, -2.47, 1.61], [-0.74, -3.01, 2.05], [-2.08, -3.67, 2.90], [0.24, -2.63, -4.62], [-0.12, -1.35, -3.42], [-2.03, -3.68, -3.43], [-1.95, -2.88, -4.91], [-2.52, -0.66, -3.78], [-2.56, -1.53, -2.23], [-4.39, -2.57, -4.40], [-4.72, -0.98, -3.67], [-4.70, -2.53, -2.70], [-0.43, -5.48, -3.18], [0.93, -5.90, -2.27], [2.24, -6.18, -4.31], [1.66, -4.59, -4.98], [0.47, -7.27, -5.14], [1.24, -6.38, -6.37], [-1.11, -6.00, -6.80], [-0.61, -4.43, -5.92], [-1.44, -5.63, -5.15], [-1.12, -0.02, -0.27], [-0.14, 0.70, -0.82], [-0.38, 1.87, -0.97], [0.92, 0.18, -1.21], [-1.70, 0.74, -0.33]]}


No. 2
{"formula": "C33H73O3P2", "method": "wB97M-V/def2-TZVPD", "de_lowest_kcal_mol": 149.7, "homo_lumo_gap_ev": 4.7, "total_charge": 1, "lumo_energy_ev": -1.8, "symbols": ["C", "C", "C", "C", "P", "C", "C", "C", "C", "C", "C", "C", "C", "C", "C", "C", "C", "H", "H", "H", "H", "H", "H", "H", "H", "H", "H", "H", "H", "H", "H", "H", "H", "H", "H", "H", "H", "H", "H", "H", "H", "H", "H", "H", "H", "H", "H", "H", "H", "H", "H", "H", "H", "C", "C", "C", "C", "P", "C", "C", "C", "C", "C", "C", "C", "C", "C", "C", "C", "C", "H", "H", "H", "H", "H", "H", "H", "H", "H", "H", "H", "H", "H", "H", "H", "H", "H", "H", "H", "H", "H", "H", "H", "H", "H", "H", "H", "H", "H", "H", "H", "H", "H", "H", "H", "H", "O", "C", "O", "O", "H"], "coordinates": [[5.71, -4.42, -4.67], [5.00, -5.68, -5.27], [4.71, -5.70, -6.79], [3.65, -4.65, -7.37], [3.98, -4.24, -9.10], [2.69, -3.22, -9.63], [2.20, -2.06, -8.59], [0.94, -1.24, -8.99], [0.63, -0.26, -7.80], [4.14, -5.70, -10.18], [4.79, -5.23, -11.52], [5.17, -6.47, -12.41], [6.26, -7.33, -11.80], [5.57, -3.38, -9.01], [6.94, -4.01, -9.07], [8.00, -3.33, -8.30], [9.47, -3.90, -8.46], [5.11, -3.56, -4.38], [6.26, -3.93, -5.48], [6.37, -4.61, -3.83], [4.02, -5.66, -4.78], [5.47, -6.62, -4.97], [4.45, -6.75, -6.95], [5.66, -5.65, -7.32], [3.65, -3.79, -6.69], [2.67, -5.12, -7.35], [1.83, -3.88, -9.78], [2.98, -2.86, -10.62], [3.04, -1.40, -8.39], [2.04, -2.46, -7.59], [0.01, -1.72, -9.29], [1.18, -0.53, -9.79], [1.44, 0.11, -7.17], [0.01, -0.74, -7.04], [-0.08, 0.41, -8.29], [3.19, -6.22, -10.24], [4.86, -6.34, -9.67], [5.64, -4.59, -11.29], [3.98, -4.69, -12.02], [5.44, -6.17, -13.42], [4.29, -7.10, -12.47], [7.23, -6.84, -11.65], [6.29, -8.11, -12.55], [5.85, -7.82, -10.92], [5.56, -2.82, -8.07], [5.52, -2.62, -9.79], [7.30, -3.89, -10.09], [6.82, -5.03, -8.70], [7.70, -3.28, -7.25], [8.12, -2.30, -8.64], [9.45, -4.93, -8.10], [10.21, -3.27, -7.96], [9.77, -3.89, -9.51], [-0.96, 2.94, 6.94], [-2.18, 3.31, 6.03], [-3.27, 4.13, 6.71], [-4.01, 3.27, 7.80], [-5.42, 4.28, 8.64], [-6.82, 4.68, 7.48], [-7.66, 3.51, 6.90], [-6.91, 2.51, 6.06], [-7.52, 1.06, 6.07], [-6.26, 3.27, 9.86], [-7.58, 3.93, 10.41], [-8.19, 3.06, 11.52], [-7.41, 3.45, 12.89], [-4.69, 5.67, 9.58], [-3.55, 5.23, 10.59], [-3.40, 6.39, 11.58], [-2.74, 7.61, 10.91], [-0.29, 3.74, 7.25], [-0.39, 2.16, 6.43], [-1.30, 2.52, 7.88], [-2.64, 2.39, 5.67], [-1.81, 3.92, 5.21], [-3.95, 4.57, 5.98], [-2.84, 5.09, 7.00], [-3.23, 3.14, 8.55], [-4.48, 2.31, 7.59], [-6.55, 5.35, 6.66], [-7.38, 5.35, 8.13], [-8.46, 4.01, 6.35], [-8.24, 2.93, 7.62], [-5.86, 2.65, 6.30], [-6.91, 2.82, 5.01], [-7.15, 0.43, 5.25], [-8.59, 0.87, 5.96], [-7.21, 0.50, 6.95], [-5.58, 2.99, 10.67], [-6.51, 2.35, 9.33], [-8.30, 4.11, 9.61], [-7.34, 4.88, 10.88], [-8.01, 2.01, 11.30], [-9.18, 3.46, 11.72], [-6.39, 3.07, 12.81], [-7.78, 2.94, 13.78], [-7.43, 4.50, 13.15], [-5.45, 6.32, 10.01], [-4.17, 6.23, 8.80], [-2.67, 4.98, 9.99], [-3.65, 4.35, 11.21], [-2.79, 6.18, 12.46], [-4.38, 6.77, 11.89], [-2.77, 8.46, 11.59], [-3.15, 8.02, 9.98], [-1.70, 7.34, 10.76], [4.63, 1.13, -1.00], [4.00, 1.50, -2.07], [4.56, 1.43, -3.17], [2.88, 1.89, -1.79], [3.82, 1.52, -0.66]]}


No. 3
{"formula": "C33H74FN6O10P3", "method": "wB97M-V/def2-TZVPD", "de_lowest_kcal_mol": 0.0, "homo_lumo_gap_ev": 8.8, "lumo_energy_ev": 0.5, "symbols": ["C", "C", "C", "C", "C", "C", "C", "C", "C", "C", "C", "P", "C", "C", "O", "C", "C", "N", "C", "O", "P", "P", "O", "O", "O", "C", "C", "F", "H", "H", "H", "H", "H", "H", "H", "H", "H", "H", "H", "H", "H", "H", "H", "H", "H", "H", "H", "H", "H", "H", "H", "H", "H", "H", "H", "H", "H", "H", "H", "H", "H", "H", "H", "H", "H", "H", "H", "C", "N", "C", "C", "O", "H", "H", "H", "H", "H", "H", "H", "C", "N", "C", "C", "O", "H", "H", "H", "H", "H", "H", "H", "C", "N", "C", "C", "O", "H", "H", "H", "H", "H", "H", "H", "C", "N", "C", "C", "O", "H", "H", "H", "H", "H", "H", "H", "C", "N", "C", "C", "O", "H", "H", "H", "H", "H", "H", "H"], "coordinates": [[-1.36, -0.66, 1.82], [-0.78, -1.71, 0.76], [-1.65, -1.58, -0.56], [-0.87, -0.81, -1.71], [-0.86, -1.59, -3.11], [-0.92, -0.61, -4.34], [0.05, 0.63, -4.20], [1.56, 0.18, -3.99], [2.49, 1.45, -3.94], [2.80, 1.90, -2.44], [3.54, 0.71, -1.69], [4.85, 1.21, -0.46], [5.55, -0.20, 0.61], [5.62, -1.56, -0.16], [4.36, -2.04, -0.60], [4.44, -2.79, -1.81], [4.36, -4.35, -1.55], [6.24, 0.93, -1.58], [6.15, 1.44, -2.68], [6.00, 1.75, -3.79], [3.21, 1.36, 1.09], [1.85, 3.00, 0.80], [1.58, 3.60, 2.15], [0.38, 2.38, 0.27], [2.35, 4.22, -0.20], [5.40, 2.96, 0.02], [6.89, 2.89, 0.58], [5.34, 3.93, -1.00], [-1.87, 0.20, 1.30], [-0.53, -0.21, 2.43], [-2.08, -1.22, 2.46], [-0.86, -2.76, 1.14], [0.29, -1.45, 0.58], [-2.60, -1.02, -0.36], [-1.92, -2.59, -0.96], [0.20, -0.67, -1.40], [-1.32, 0.22, -1.82], [0.09, -2.20, -3.14], [-1.75, -2.26, -3.10], [-0.63, -1.21, -5.25], [-1.96, -0.22, -4.48], [0.02, 1.26, -5.12], [-0.21, 1.23, -3.29], [1.57, -0.41, -3.04], [1.88, -0.52, -4.81], [3.40, 1.38, -4.58], [1.87, 2.30, -4.36], [3.49, 2.78, -2.50], [1.80, 2.16, -2.01], [2.73, 0.20, -1.09], [3.86, -0.07, -2.43], [4.90, -0.34, 1.51], [6.60, 0.07, 0.91], [6.01, -2.32, 0.59], [6.41, -1.53, -0.96], [3.51, -2.54, -2.40], [5.30, -2.53, -2.48], [4.45, -4.86, -2.55], [5.18, -4.64, -0.86], [3.35, -4.53, -1.09], [3.88, 1.67, 2.32], [0.37, 1.44, 0.55], [1.60, 4.80, -0.42], [4.81, 3.36, 0.88], [6.91, 2.22, 1.47], [7.63, 2.64, -0.21], [7.12, 3.92, 0.96], [-6.43, -0.70, -4.83], [-5.44, -0.66, -3.77], [-5.20, 0.36, -2.89], [-6.04, 1.61, -3.01], [-4.32, 0.25, -2.05], [-7.11, -1.54, -4.64], [-5.92, -0.85, -5.78], [-7.02, 0.22, -4.87], [-4.85, -1.46, -3.64], [-5.74, 2.33, -2.26], [-5.91, 2.06, -4.00], [-7.09, 1.36, -2.86], [-7.09, -0.81, 2.91], [-5.74, -0.37, 3.17], [-4.76, -1.04, 3.82], [-5.07, -2.42, 4.33], [-3.65, -0.53, 3.97], [-7.25, -0.81, 1.83], [-7.79, -0.12, 3.37], [-7.27, -1.81, 3.29], [-5.47, 0.55, 2.85], [-4.20, -2.84, 4.82], [-5.89, -2.38, 5.05], [-5.35, -3.08, 3.50], [8.16, -5.35, -5.21], [7.51, -4.76, -4.06], [7.87, -4.85, -2.76], [9.10, -5.65, -2.43], [7.21, -4.28, -1.89], [8.46, -4.56, -5.90], [7.45, -6.01, -5.72], [9.04, -5.92, -4.93], [6.68, -4.20, -4.22], [9.27, -5.64, -1.35], [8.96, -6.69, -2.74], [9.97, -5.23, -2.93], [-2.77, 1.95, 6.91], [-3.73, 0.88, 7.00], [-4.38, 0.43, 8.11], [-4.08, 1.13, 9.42], [-5.17, -0.50, 8.04], [-3.15, 2.70, 6.21], [-1.83, 1.55, 6.52], [-2.59, 2.42, 7.87], [-3.97, 0.37, 6.16], [-4.66, 0.67, 10.21], [-3.02, 1.03, 9.66], [-4.35, 2.18, 9.35], [-7.57, 5.41, 2.19], [-7.21, 4.04, 1.88], [-6.11, 3.35, 2.29], [-5.13, 4.07, 3.17], [-5.95, 2.19, 1.94], [-8.54, 5.41, 2.70], [-7.66, 5.97, 1.26], [-6.83, 5.89, 2.83], [-7.83, 3.50, 1.29], [-4.30, 3.41, 3.42], [-4.73, 4.95, 2.65], [-5.61, 4.38, 4.10]]}


No. 4
{"formula": "C33H75BCl2N8O10P", "method": "wB97M-V/def2-TZVPD", "homo_lumo_gap_ev": 4.8, "total_charge": -1, "lumo_energy_ev": 1.8, "symbols": ["C", "C", "B", "O", "P", "C", "C", "C", "C", "O", "C", "Cl", "C", "C", "Cl", "H", "H", "H", "H", "H", "H", "H", "H", "H", "H", "H", "H", "H", "H", "H", "H", "H", "H", "H", "C", "C", "O", "N", "C", "H", "H", "H", "H", "H", "H", "H", "C", "C", "O", "N", "C", "H", "H", "H", "H", "H", "H", "H", "C", "C", "O", "N", "C", "H", "H", "H", "H", "H", "H", "H", "C", "C", "O", "N", "C", "H", "H", "H", "H", "H", "H", "H", "C", "C", "O", "N", "C", "H", "H", "H", "H", "H", "H", "H", "C", "C", "O", "N", "C", "H", "H", "H", "H", "H", "H", "H", "C", "C", "O", "N", "C", "H", "H", "H", "H", "H", "H", "H", "C", "C", "O", "N", "C", "H", "H", "H", "H", "H", "H", "H"], "coordinates": [[4.50, 0.32, 0.94], [3.34, -0.67, 0.66], [3.56, -1.56, -0.66], [4.15, -0.96, -1.77], [2.92, -3.45, -0.74], [4.28, -4.07, 0.48], [1.49, -2.85, -1.97], [0.30, -2.37, -1.12], [-0.81, -1.60, -1.79], [0.25, -1.00, -0.83], [2.20, -5.31, -0.94], [2.75, -6.10, -2.39], [1.40, -5.98, -0.12], [0.86, -5.54, 1.20], [0.85, -7.64, -0.49], [4.14, 1.20, 1.47], [4.95, 0.66, 0.01], [5.28, -0.15, 1.55], [2.42, -0.08, 0.53], [3.22, -1.32, 1.53], [3.67, -0.17, -2.06], [3.78, -3.68, -1.90], [2.03, -3.15, 0.38], [5.27, -3.99, 0.01], [4.28, -3.46, 1.39], [4.12, -5.11, 0.78], [1.82, -1.99, -2.56], [1.12, -3.66, -2.59], [-0.02, -3.05, -0.32], [-0.61, -1.05, -2.69], [-1.67, -1.35, -1.17], [-0.19, -5.83, 1.28], [1.36, -6.08, 2.00], [0.93, -4.48, 1.41], [0.15, 1.04, -5.33], [-0.52, -0.30, -5.50], [-0.18, -1.27, -4.86], [-1.53, -0.40, -6.41], [-2.06, 0.65, -7.26], [0.93, 0.94, -4.58], [0.61, 1.36, -6.27], [-0.56, 1.79, -4.99], [-1.93, -1.32, -6.48], [-3.12, 0.81, -7.05], [-1.95, 0.39, -8.31], [-1.53, 1.58, -7.07], [-2.20, 3.37, -1.20], [-1.09, 2.60, -1.89], [-0.85, 2.74, -3.08], [-0.36, 1.76, -1.14], [-0.46, 1.45, 0.28], [-2.69, 4.00, -1.93], [-2.94, 2.68, -0.77], [-1.80, 3.99, -0.40], [0.36, 1.26, -1.65], [0.48, 1.68, 0.76], [-0.65, 0.38, 0.39], [-1.25, 2.02, 0.76], [2.90, 3.48, -1.40], [3.50, 2.55, -2.43], [2.84, 1.68, -2.98], [4.81, 2.71, -2.74], [5.74, 3.69, -2.21], [1.86, 3.21, -1.27], [3.42, 3.36, -0.45], [2.96, 4.52, -1.72], [5.14, 2.05, -3.42], [6.15, 4.30, -3.01], [6.57, 3.17, -1.71], [5.26, 4.34, -1.48], [-1.53, -4.52, 5.77], [-0.44, -5.00, 4.84], [-0.26, -4.51, 3.74], [0.36, -6.01, 5.28], [0.31, -6.70, 6.55], [-2.07, -3.72, 5.27], [-2.23, -5.32, 6.00], [-1.11, -4.13, 6.70], [1.07, -6.28, 4.62], [1.26, -6.58, 7.09], [0.14, -7.77, 6.39], [-0.49, -6.31, 7.17], [0.64, 1.49, 4.97], [1.49, 1.26, 3.74], [1.50, 2.04, 2.80], [2.23, 0.13, 3.69], [2.33, -0.93, 4.67], [0.11, 2.43, 4.84], [-0.09, 0.69, 5.09], [1.26, 1.55, 5.86], [2.76, 0.03, 2.83], [3.37, -1.03, 5.00], [2.01, -1.88, 4.24], [1.71, -0.71, 5.54], [-6.47, -0.72, 1.79], [-5.15, -0.02, 1.98], [-4.70, 0.21, 3.10], [-4.47, 0.35, 0.87], [-4.84, 0.16, -0.52], [-6.89, -0.95, 2.76], [-7.17, -0.08, 1.25], [-6.35, -1.65, 1.23], [-3.59, 0.81, 1.06], [-4.08, -0.43, -1.03], [-4.91, 1.13, -1.02], [-5.79, -0.35, -0.61], [-11.65, -2.13, 2.13], [-10.42, -1.28, 2.37], [-9.33, -1.59, 1.92], [-10.56, -0.15, 3.11], [-11.77, 0.37, 3.72], [-11.36, -2.98, 1.52], [-12.06, -2.49, 3.07], [-12.41, -1.56, 1.60], [-9.71, 0.36, 3.23], [-11.99, 1.36, 3.34], [-11.65, 0.44, 4.81], [-12.61, -0.28, 3.52], [7.94, 8.55, -3.15], [7.22, 7.24, -3.41], [7.52, 6.22, -2.81], [6.23, 7.24, -4.34], [5.75, 8.35, -5.14], [8.69, 8.38, -2.39], [8.42, 8.91, -4.06], [7.24, 9.31, -2.80], [5.79, 6.35, -4.46], [4.69, 8.53, -4.94], [5.87, 8.13, -6.20], [6.30, 9.26, -4.91]]}


Number 1: E -2209.38361 hartree. Number 2: E -2209.18414 hartree. Number 3: E -3506.69447 hartree. Number 4: E -3779.43671 hartree.